Entry 1:
{
  "formula": "C48H52BrN10NdO2",
  "method": "ωB97M-V/def2-TZVPD",
  "elements": ["Nd", "C", "C", "C", "C", "C", "C", "C", "C", "C", "C", "C", "C", "C", "C", "C", "C", "N", "C", "C", "C", "N", "C", "C", "C", "N", "C", "C", "C", "C", "C", "C", "C", "C", "C", "C", "C", "C", "N", "C", "C", "H", "H", "H", "H", "H", "H", "H", "H", "H", "H", "H", "H", "H", "H", "H", "H", "H", "H", "H", "H", "H", "H", "H", "H", "H", "H", "H", "H", "H", "H", "H", "H", "H", "H", "H", "H", "H", "H", "H", "H", "H", "H", "H", "H", "Br", "C", "C", "C", "C", "C", "N", "C", "O", "O", "H", "H", "H", "N", "C", "N", "C", "N", "C", "C", "N", "C", "C", "N", "H", "H", "H", "H", "H"],
  "positions_angstrom": [[-0.300776, 0.321057, 0.564774], [2.366507, -4.981405, 2.501478], [3.092197, -4.625689, 1.210498], [2.818891, -3.211984, 0.820469], [3.667093, -2.141166, 0.966904], [5.097404, -2.119478, 1.429839], [5.124197, -1.803504, 2.954908], [2.886026, -0.947854, 0.653402], [3.493697, 0.281299, 0.596177], [2.975110, 1.401614, -0.071421], [3.623905, 2.679855, -0.267414], [5.019188, 3.041230, 0.103176], [6.088247, 2.098247, -0.398115], [2.729466, 3.464368, -1.024761], [1.603809, 2.621043, -1.262673], [0.430042, 3.013991, -1.965252], [-0.824850, 2.369576, -2.174616], [-1.143621, 1.157444, -1.641245], [-2.362323, 0.816435, -2.183944], [-2.903643, -0.457953, -1.991269], [-2.241031, -1.614185, -1.461147], [-1.016497, -1.616724, -0.830710], [-0.661871, -2.927065, -0.716931], [0.456913, -3.395292, 0.006582], [1.547098, -2.642981, 0.449959], [1.593277, -1.279900, 0.362051], [-1.694065, -3.804682, -1.249565], [-2.712083, -2.965689, -1.751208], [-3.991457, -3.329571, -2.357002], [-5.190772, -3.300228, -1.350321], [-1.711846, -5.266318, -1.117487], [-1.092149, -5.965592, -2.314962], [-2.848898, 1.846508, -3.009793], [-1.919113, 2.883418, -2.985211], [-1.886781, 4.227498, -3.588088], [-0.879241, 4.275331, -4.740375], [-4.018287, 1.652973, -3.881358], [-4.600135, 2.815672, -4.674909], [1.741123, 1.380210, -0.682887], [2.924487, 4.887016, -1.434601], [2.957854, 5.102956, -2.968220], [2.496654, -6.021165, 2.782469], [1.275663, -4.877717, 2.387561], [2.697956, -4.328566, 3.314754], [2.725354, -5.296497, 0.433984], [4.179002, -4.803462, 1.284764], [5.709465, -1.376047, 0.893570], [5.522434, -3.103262, 1.269999], [4.561572, -0.882788, 3.195307], [6.131316, -1.671558, 3.292392], [4.675853, -2.659590, 3.479340], [4.462302, 0.365221, 1.171706], [5.111076, 3.070100, 1.201419], [5.201831, 4.063620, -0.258670], [5.852798, 1.050681, -0.147100], [7.043628, 2.349999, 0.062295], [6.200250, 2.184158, -1.475809], [0.433516, 4.093084, -2.246041], [-3.935675, -0.551648, -2.309905], [0.520005, -4.482229, 0.161478], [-3.934823, -4.344777, -2.705777], [-4.200166, -2.674580, -3.221831], [-4.922215, -3.992814, -0.521968], [-6.125561, -3.616829, -1.831436], [-5.307218, -2.298712, -0.912404], [-2.754956, -5.563775, -0.992159], [-1.244261, -5.478363, -0.149081], [-1.676500, -5.661912, -3.215113], [-1.101095, -7.054458, -2.187391], [-0.084810, -5.655066, -2.451588], [-1.566380, 4.987700, -2.879820], [-2.869003, 4.539310, -3.934761], [0.111342, 3.986673, -4.383174], [-0.863163, 5.294877, -5.177047], [-1.122339, 3.591017, -5.575236], [-4.848590, 1.198337, -3.298907], [-3.777485, 0.818824, -4.578574], [-4.859393, 3.643759, -4.004928], [-5.500398, 2.485636, -5.199828], [-3.901022, 3.209100, -5.405160], [3.878923, 5.222593, -1.004593], [2.156681, 5.482702, -0.991292], [3.936038, 4.878352, -3.329910], [2.694031, 6.136099, -3.200419], [2.288265, 4.437594, -3.472223], [-4.639194, -0.159226, 2.351686], [-3.674231, 1.311713, 2.869089], [-4.222517, 2.019115, 3.942034], [-3.783234, 3.325121, 4.131502], [-2.847312, 3.821854, 3.223048], [-2.295807, 2.974174, 2.263335], [-2.670526, 1.705492, 2.102631], [-1.223688, 3.503174, 1.336067], [-1.171813, 4.723147, 1.009271], [-0.376930, 2.546436, 0.959173], [-5.033409, 1.636117, 4.534658], [-4.092198, 3.937667, 4.969654], [-2.453091, 4.845663, 3.370289], [1.628631, 0.800777, 4.903985], [1.290268, 1.345622, 3.709613], [0.529895, 0.467888, 3.031936], [0.384650, -0.578214, 3.918247], [0.995909, -0.388809, 5.080172], [-0.496850, -1.665556, 3.622312], [-0.757379, -2.599822, 4.683923], [-1.666273, -3.526065, 4.481634], [-2.135786, -3.709185, 3.267427], [-1.947122, -2.755594, 2.274121], [-1.203376, -1.692621, 2.473072], [2.217032, 1.180598, 5.643484], [1.610852, 2.349514, 3.328834], [-0.284208, -2.566137, 5.665864], [-2.685163, -4.623774, 3.085329], [-2.505138, -2.863146, 1.373966]],
  "atomic_forces_ev_per_a": [[0.413, -0.117, -1.744], [-0.424, 0.034, 0.244], [-0.060, -0.242, -0.479], [0.864, 0.967, 0.865], [-0.422, -0.166, -0.086], [-0.504, 0.450, 0.616], [-0.641, -0.236, -0.605], [0.093, -1.130, 0.239], [0.787, 1.318, 0.702], [-0.674, -0.233, -0.085], [-1.159, 0.899, -1.402], [-0.236, 0.453, 0.830], [0.253, -0.480, -0.127], [1.824, -1.099, 1.285], [-2.393, -0.938, -0.570], [-0.216, 1.051, 0.672], [1.191, -0.020, 0.946], [-0.047, 0.133, -0.462], [1.528, -1.339, 1.576], [0.402, -0.355, 0.573], [-0.564, 0.944, -0.998], [-0.789, -0.242, -0.401], [-0.226, -0.392, 0.989], [-0.008, -0.179, -0.257], [-1.030, -0.294, -0.781], [0.674, -0.034, 0.274], [-1.250, 2.361, -0.353], [2.623, -0.084, 1.818], [-1.452, 0.265, -0.047], [0.905, -0.044, 0.136], [-0.317, -0.188, 0.325], [-1.119, -0.395, -0.188], [0.492, 2.193, -0.801], [-0.369, -1.493, 0.876], [0.154, 0.273, -0.982], [-0.138, 0.380, -0.936], [-1.387, -1.173, -0.529], [0.035, 0.153, 0.378], [0.429, 0.671, 0.445], [0.703, -0.516, -0.637], [-0.202, 0.408, 1.042], [0.366, -0.182, 0.116], [0.317, 0.290, -0.010], [-0.118, -0.144, 0.018], [0.070, -0.125, -0.194], [-0.425, 0.096, 0.088], [-0.293, -0.350, 0.014], [0.310, -0.107, -0.068], [0.126, -0.456, -0.157], [0.681, 0.022, 0.319], [0.063, 0.384, 0.062], [-1.128, 0.015, -1.102], [-0.085, 0.158, -0.137], [0.169, -0.318, 0.220], [0.180, 0.471, -0.238], [0.093, -0.025, -0.046], [0.009, -0.143, -0.152], [0.073, -1.003, -0.015], [0.127, -0.452, -0.257], [0.067, 0.517, -0.258], [0.077, -0.485, -0.471], [-0.001, -0.330, 0.280], [-0.428, 0.353, -0.424], [0.248, 0.076, 0.199], [-0.068, -0.239, -0.157], [-0.051, -0.231, -0.114], [0.182, -0.481, -0.278], [0.491, -0.437, 0.495], [-0.099, 0.158, -0.214], [0.926, 0.321, -0.176], [-0.044, -0.080, 0.420], [0.015, -0.043, -0.002], [-0.061, 0.213, -0.157], [0.247, -0.467, 0.257], [-0.090, 0.159, 0.476], [0.310, 0.355, -0.047], [0.025, 0.502, 0.145], [-0.128, -0.146, -0.138], [0.096, 0.099, 0.055], [0.133, -0.012, -0.181], [-0.355, 0.123, -0.132], [-0.655, 0.470, 0.318], [0.779, -0.023, -0.385], [0.114, -0.067, -0.153], [-0.542, -0.291, -0.279], [-0.364, -1.656, -0.500], [-0.204, 1.014, 0.623], [0.281, 0.900, -0.284], [0.828, -0.388, -0.486], [0.359, 0.563, 0.779], [0.036, 1.023, 0.226], [-0.333, -0.083, 0.035], [2.084, 1.014, -1.642], [-0.316, -3.369, 1.125], [-1.499, 2.318, 1.013], [-0.020, -0.359, 0.036], [-0.266, -0.084, -0.116], [-0.300, -0.763, -0.542], [-0.754, 0.258, -0.544], [0.129, -0.337, -0.715], [0.881, 0.622, 1.558], [0.796, 2.131, -0.064], [0.387, -0.046, -0.710], [-1.272, -1.784, 1.478], [-0.188, 1.089, -1.576], [0.598, -1.354, 0.824], [-0.146, 0.342, -0.338], [-0.543, -0.824, 0.492], [1.555, 0.806, 0.610], [-0.404, -0.159, -0.387], [-0.300, -1.253, 0.469], [-0.074, 0.311, -0.359], [-0.328, 0.163, -0.029], [-0.086, 0.193, -0.876]],
  "gap_ev": [5.631, 5.623],
  "largest_force_ev_per_a": 3.566,
  "multiplicity": 4,
  "charge": 0
}


Entry 2:
{
  "formula": "C48H52InN8SSi",
  "method": "ωB97M-V/def2-TZVPD",
  "elements": ["In", "C", "N", "C", "C", "C", "C", "C", "C", "N", "C", "C", "C", "C", "C", "C", "N", "C", "C", "C", "C", "C", "N", "H", "H", "H", "H", "H", "H", "H", "H", "H", "H", "H", "H", "H", "H", "H", "H", "H", "H", "C", "C", "C", "C", "C", "C", "C", "N", "C", "N", "C", "C", "C", "C", "C", "C", "C", "N", "C", "C", "C", "C", "C", "C", "C", "H", "H", "H", "H", "H", "H", "H", "H", "H", "H", "H", "H", "H", "H", "H", "H", "H", "H", "H", "H", "H", "H", "C", "Si", "C", "C", "C", "C", "C", "C", "N", "C", "S", "H", "H", "H", "H", "H", "H", "H", "H", "H", "H", "H", "H"],
  "positions_angstrom": [[0.440163, -0.744184, -0.115993], [-1.520069, 0.671489, 2.501413], [-1.460253, -0.449895, 1.515671], [-2.565404, -0.128877, 0.586748], [-2.206188, 1.090938, -0.218498], [-3.160176, 1.985206, -0.671999], [-2.746904, 3.065526, -1.433591], [-1.394627, 3.229247, -1.693439], [-0.508057, 2.293683, -1.195640], [-0.909670, 1.242355, -0.479895], [-1.625698, -1.769809, 2.118925], [-1.699032, -2.854300, 1.067250], [-2.308269, -4.071366, 1.325097], [-2.344835, -5.022879, 0.318795], [-1.792275, -4.723379, -0.917303], [-1.208043, -3.483605, -1.094768], [-1.158480, -2.576833, -0.119190], [0.739423, 1.527425, 3.620586], [1.297860, 2.352175, 4.518704], [2.541885, 3.054261, 4.263291], [3.136949, 3.016819, 3.061299], [2.568542, 2.218553, 1.969742], [1.210460, 2.402465, 1.398058], [-2.544612, 0.637453, 2.897919], [-1.463786, 1.570982, 1.896239], [-3.503573, 0.039264, 1.128895], [-2.718925, -0.953770, -0.106001], [-4.204250, 1.830925, -0.433258], [-3.469915, 3.776610, -1.811359], [-1.028572, 4.063663, -2.274782], [0.554331, 2.362811, -1.382866], [-2.522263, -1.817743, 2.751575], [-0.758773, -1.955596, 2.758400], [-2.748501, -4.264387, 2.294719], [-2.810605, -5.983784, 0.493609], [-1.814191, -5.433999, -1.730972], [-0.768124, -3.185574, -2.037456], [0.782972, 2.570005, 5.446118], [2.981269, 3.630777, 5.067134], [4.083257, 3.515133, 2.894147], [3.257913, 1.835268, 1.226739], [5.233509, -0.785825, 1.985579], [5.142222, -1.355233, 3.373904], [6.179437, -2.096037, 3.928452], [6.077547, -2.632960, 5.205557], [4.930946, -2.439314, 5.959688], [3.883846, -1.700522, 5.426255], [3.996857, -1.164619, 4.152638], [2.905178, -0.393754, 3.622209], [2.140344, -0.834837, 2.587252], [2.146067, -2.192261, 2.451229], [2.271910, -2.949904, 1.246002], [1.785297, -2.469725, 0.042740], [2.049857, -3.241869, -1.091509], [2.716150, -4.452417, -1.014450], [3.136833, -4.925396, 0.221177], [2.933141, -4.183418, 1.373897], [3.414214, -4.695686, 2.707224], [1.398386, -0.030751, 1.845216], [1.398586, 1.321322, 2.321966], [0.466987, 3.566355, 1.685697], [-0.563749, 3.922688, 2.484150], [-1.402163, 3.406286, 3.585192], [-1.474259, 2.227237, 4.208319], [-0.681745, 0.994873, 3.787197], [-0.747429, -0.101602, 4.851037], [6.180104, -1.053728, 1.520802], [5.158635, 0.303734, 2.002909], [4.430478, -1.160192, 1.344804], [7.080357, -2.256480, 3.349098], [6.900664, -3.206538, 5.611222], [4.850742, -2.857578, 6.953752], [2.974294, -1.526958, 5.988413], [2.878587, 0.584090, 3.864659], [2.641162, -2.628037, 3.215469], [1.724566, -2.881250, -2.061276], [2.903790, -5.032121, -1.909421], [3.644504, -5.879959, 0.293662], [3.850517, -5.686262, 2.594875], [2.601188, -4.782294, 3.434821], [4.183626, -4.050160, 3.143055], [0.817823, 4.360884, 1.034499], [-0.850005, 4.944643, 2.257724], [-2.075957, 4.169818, 3.958412], [-2.188220, 2.107714, 5.017585], [-1.771455, -0.459078, 4.983489], [-0.398585, 0.286834, 5.808797], [-0.111980, -0.948952, 4.588767], [2.257387, 0.276142, -5.818408], [0.914666, 1.489296, -5.353799], [1.592552, 2.875998, -4.289858], [0.212831, 2.255639, -6.912634], [-0.512636, 0.600098, -4.480677], [-1.782136, 0.604531, -5.051735], [-2.854358, -0.023148, -4.430809], [-2.616567, -0.645901, -3.223147], [-1.419312, -0.679861, -2.638077], [-0.391392, -0.081074, -3.251744], [1.174758, -0.196533, -2.451352], [3.019129, 0.770484, -6.426632], [1.846896, -0.548607, -6.405138], [2.741807, -0.143286, -4.937105], [2.355656, 3.422198, -4.849886], [2.047101, 2.502482, -3.372028], [0.805164, 3.588465, -4.028929], [1.006620, 2.788640, -7.441360], [-0.576080, 2.980135, -6.696618], [-0.189687, 1.507336, -7.598499], [-1.942544, 1.107241, -5.998107], [-3.842540, -0.026577, -4.869475], [-3.421074, -1.148610, -2.692282]],
  "atomic_forces_ev_per_a": [[-0.004, -0.098, -0.141], [0.023, 0.012, -0.017], [-0.022, 0.025, 0.001], [0.002, -0.002, 0.000], [0.006, 0.006, 0.002], [0.000, 0.011, -0.007], [0.008, 0.002, 0.002], [-0.018, 0.005, 0.003], [-0.022, -0.010, 0.005], [-0.007, -0.009, -0.009], [0.016, 0.006, -0.017], [-0.013, -0.010, -0.030], [0.002, -0.030, 0.001], [-0.004, -0.006, 0.006], [0.002, -0.003, 0.010], [0.025, 0.003, -0.008], [-0.037, 0.038, 0.147], [-0.029, -0.027, -0.005], [0.019, 0.004, 0.005], [0.006, -0.003, -0.003], [0.001, 0.009, 0.019], [-0.024, -0.014, 0.011], [-0.008, -0.019, -0.023], [-0.012, 0.010, 0.004], [-0.001, 0.000, 0.013], [0.001, -0.002, 0.011], [0.010, -0.007, -0.003], [0.001, -0.002, 0.000], [0.002, -0.003, -0.001], [-0.001, -0.002, 0.010], [0.005, -0.003, -0.001], [-0.010, 0.001, 0.002], [-0.014, -0.002, 0.003], [0.001, 0.005, -0.002], [0.002, 0.004, 0.000], [0.005, 0.006, -0.001], [-0.006, 0.000, 0.002], [0.003, -0.002, -0.004], [-0.004, -0.002, -0.003], [-0.005, 0.000, -0.003], [-0.008, 0.001, -0.005], [0.004, -0.009, 0.000], [-0.005, 0.004, -0.004], [-0.047, -0.013, 0.002], [0.028, -0.019, 0.006], [-0.010, 0.009, -0.012], [0.031, 0.020, 0.006], [-0.075, 0.079, -0.018], [0.103, -0.139, -0.030], [-0.128, 0.141, -0.017], [0.012, -0.050, -0.011], [0.005, -0.028, 0.038], [0.003, 0.047, 0.048], [-0.015, 0.025, -0.049], [0.016, -0.018, 0.016], [-0.025, 0.008, -0.006], [-0.005, -0.009, -0.014], [0.002, 0.009, 0.012], [0.050, -0.058, 0.068], [0.036, -0.009, -0.009], [-0.010, -0.006, 0.024], [0.010, 0.011, -0.010], [-0.009, 0.016, -0.004], [0.000, -0.008, 0.028], [0.010, 0.000, -0.021], [0.001, 0.003, 0.005], [0.006, 0.007, 0.006], [0.000, 0.003, 0.008], [0.047, -0.002, -0.019], [-0.005, 0.002, -0.003], [-0.005, 0.005, -0.001], [-0.002, 0.002, -0.002], [0.008, -0.014, 0.011], [-0.021, 0.009, 0.027], [0.000, 0.004, 0.012], [0.003, -0.004, 0.009], [0.003, 0.003, 0.003], [0.002, 0.004, 0.003], [0.006, 0.005, -0.001], [-0.007, 0.004, -0.015], [0.010, -0.004, 0.015], [0.005, 0.000, -0.002], [0.002, 0.001, 0.000], [-0.001, -0.002, -0.003], [0.005, -0.004, -0.006], [0.004, 0.002, -0.004], [0.003, -0.004, -0.004], [-0.004, 0.010, 0.003], [-0.004, 0.014, -0.007], [0.039, -0.018, -0.022], [-0.026, 0.012, 0.010], [-0.003, 0.012, 0.004], [-0.059, 0.023, 0.000], [0.065, 0.006, -0.006], [-0.036, -0.019, 0.034], [-0.019, 0.004, -0.020], [0.040, 0.024, -0.006], [-0.009, -0.016, 0.023], [0.060, 0.072, -0.077], [-0.010, 0.002, 0.012], [-0.001, 0.005, 0.000], [0.006, -0.008, -0.002], [0.000, 0.003, 0.009], [0.000, -0.009, -0.015], [0.012, -0.011, -0.010], [-0.002, -0.011, 0.003], [0.005, -0.008, -0.004], [0.005, 0.000, -0.001], [-0.005, 0.000, 0.008], [0.004, -0.002, -0.001], [0.006, 0.001, 0.008]],
  "gap_ev": 8.078,
  "relative_energy_kj_mol": 390.6,
  "largest_force_ev_per_a": 0.192,
  "multiplicity": 1,
  "charge": 1
}